(1)
{
  "formula": "C5H11NO4",
  "method": "ωB97M-V/def2-TZVPD",
  "charge": 1,
  "multiplicity": 2,
  "gap_ev": [9.81, 4.63],
  "s2": 0.755,
  "homo_energy_ev": [-14.17, -14.17],
  "symbols": ["C", "N", "O", "O", "H", "H", "H", "O", "C", "O", "C", "C", "C", "H", "H", "H", "H", "H", "H", "H", "H"],
  "positions_angstrom": [[-3.416, -2.873, -0.276], [-2.488, -1.770, -0.589], [-1.596, -2.048, -1.384], [-2.548, -0.764, 0.119], [-2.778, -3.668, 0.110], [-3.916, -3.221, -1.180], [-4.159, -2.459, 0.405], [1.608, -0.321, 1.301], [2.110, 0.270, 0.319], [1.609, 1.213, -0.411], [0.272, 1.712, -0.360], [0.147, 2.697, 0.835], [3.542, -0.006, -0.099], [-0.425, 0.904, -0.140], [-0.033, 2.112, -1.327], [-0.761, 2.510, 1.408], [0.137, 3.729, 0.483], [1.024, 2.536, 1.462], [3.570, -1.002, -0.540], [4.175, -0.167, 0.773], [3.923, 0.616, -0.909]]
}

(2)
{
  "formula": "C5H11NOS",
  "method": "ωB97M-V/def2-TZVPD",
  "de_lowest_kcal_mol": 153.64,
  "multiplicity": 1,
  "gap_ev": [8.08, 8.52],
  "homo_energy_ev": [-7.88, -8.09],
  "symbols": ["C", "C", "C", "C", "C", "N", "O", "S", "H", "H", "H", "H", "H", "H", "H", "H", "H", "H", "H"],
  "positions_angstrom": [[-0.625, -0.788, -1.054], [-0.840, 0.697, 0.916], [0.165, -0.065, -0.039], [1.225, -1.104, 0.597], [1.063, 1.010, -0.760], [-2.542, 0.825, -0.455], [-1.702, 1.525, 0.254], [-3.525, -0.355, 0.296], [-0.507, -0.519, -2.183], [-1.100, -1.716, -0.890], [-1.381, -0.044, 1.444], [-0.398, 1.284, 1.740], [1.286, -1.983, -0.063], [0.913, -1.486, 1.569], [2.217, -0.626, 0.724], [1.596, 0.497, -1.534], [1.705, 1.449, 0.019], [0.537, 1.800, -1.352], [-4.465, -0.310, -0.649]]
}

(3)
{
  "formula": "C5H11NOS",
  "method": "ωB97M-V/def2-TZVPD",
  "de_lowest_kcal_mol": 102.83,
  "multiplicity": 1,
  "gap_ev": 9.52,
  "homo_energy_ev": -8.67,
  "symbols": ["C", "C", "C", "C", "C", "N", "O", "S", "H", "H", "H", "H", "H", "H", "H", "H", "H", "H", "H"],
  "positions_angstrom": [[0.500, 0.694, -1.212], [0.455, 0.663, 1.233], [1.389, 0.685, 0.040], [2.319, -0.594, -0.032], [-2.873, -1.177, 0.152], [-1.569, -0.756, -0.371], [-1.738, 1.867, -0.146], [-0.937, 0.645, -0.153], [0.540, 1.628, -1.734], [0.672, -0.198, -1.782], [0.668, -0.179, 1.722], [0.351, 1.575, 1.812], [2.062, 1.528, 0.057], [2.566, -0.782, -1.076], [1.828, -1.453, 0.372], [3.269, -0.174, 0.386], [-3.097, -2.207, -0.131], [-3.592, -0.614, -0.402], [-2.812, -1.153, 1.264]]
}

(4)
{
  "formula": "C5H11NOS",
  "method": "ωB97M-V/def2-TZVPD",
  "de_lowest_kcal_mol": 159.50,
  "multiplicity": 1,
  "gap_ev": 8.66,
  "homo_energy_ev": -8.09,
  "symbols": ["C", "C", "C", "C", "C", "N", "O", "S", "H", "H", "H", "H", "H", "H", "H", "H", "H", "H", "H"],
  "positions_angstrom": [[1.265, -0.887, 0.532], [1.348, -0.132, -0.794], [-0.772, 1.056, -0.348], [-1.019, 0.428, 1.579], [-0.892, -0.775, -1.893], [-0.092, 0.223, -1.179], [1.298, 1.388, 2.227], [0.694, 0.121, 1.790], [2.129, -1.314, 1.076], [1.746, 0.791, -0.936], [1.844, -0.784, -1.575], [-1.845, 1.208, -0.791], [-0.189, 2.038, -0.027], [-1.420, 1.343, 2.038], [-1.503, -0.554, 1.648], [-1.809, -1.087, -1.224], [-1.351, -0.467, -2.840], [-0.236, -1.750, -2.026], [0.804, -0.846, 2.741]]
}

(5)
{
  "formula": "C5H11NOS",
  "method": "ωB97M-V/def2-TZVPD",
  "smiles": "C[C@H](O)[C@@]1(CN)CS1",
  "de_lowest_kcal_mol": 34.48,
  "multiplicity": 1,
  "gap_ev": 9.74,
  "homo_energy_ev": -8.99,
  "symbols": ["C", "C", "O", "C", "C", "N", "C", "S", "H", "H", "H", "H", "H", "H", "H", "H", "H", "H", "H"],
  "positions_angstrom": [[1.299, 0.812, 1.645], [0.266, -0.078, 0.980], [0.512, -1.461, 1.265], [0.163, 0.134, -0.541], [-0.834, -0.844, -1.160], [-2.075, -0.934, -0.419], [0.149, 1.505, -1.126], [1.632, 0.455, -1.588], [2.275, 0.623, 1.200], [1.409, 0.621, 2.703], [1.028, 1.873, 1.524], [-0.718, 0.201, 1.400], [1.188, -1.715, 0.634], [-0.994, -0.533, -2.191], [-0.350, -1.826, -1.205], [-1.947, -1.597, 0.331], [-2.784, -1.312, -1.027], [0.338, 2.400, -0.511], [-0.554, 1.676, -1.914]]
}

(6)
{
  "formula": "C5H11NP",
  "method": "ωB97M-V/def2-TZVPD",
  "smiles": "C=[N+](C)C/P=C/C",
  "de_lowest_kcal_mol": 40.91,
  "charge": 1,
  "multiplicity": 1,
  "gap_ev": 8.38,
  "homo_energy_ev": -13.41,
  "symbols": ["C", "N", "C", "C", "P", "C", "C", "H", "H", "H", "H", "H", "H", "H", "H", "H", "H", "H"],
  "positions_angstrom": [[-1.851, -1.574, -0.477], [-1.525, -0.530, 0.198], [-2.025, 0.724, -0.261], [-0.542, -0.668, 1.207], [1.052, -1.302, 0.354], [1.891, 0.132, 0.236], [3.184, 0.439, -0.459], [-1.653, -2.607, -0.108], [-2.502, -1.630, -1.375], [-3.031, 0.501, -0.872], [-2.197, 1.398, 0.588], [-1.328, 1.261, -0.737], [-0.405, 0.235, 1.711], [-0.848, -1.385, 2.081], [1.372, 0.998, 0.697], [3.402, -0.624, -0.848], [4.029, 0.664, 0.311], [3.178, 1.156, -1.257]]
}

(7)
{
  "formula": "C5H11NP",
  "method": "ωB97M-V/def2-TZVPD",
  "smiles": "C=CP1[NH2+]C[C@@H]1C",
  "de_lowest_kcal_mol": 16.05,
  "charge": 1,
  "multiplicity": 1,
  "gap_ev": 9.50,
  "homo_energy_ev": -13.73,
  "symbols": ["C", "C", "P", "N", "C", "C", "C", "H", "H", "H", "H", "H", "H", "H", "H", "H", "H", "H"],
  "positions_angstrom": [[3.086, 0.013, 0.205], [2.009, 0.685, 0.440], [0.554, 0.744, -0.726], [0.110, -1.145, -0.842], [-1.021, -1.093, 0.108], [-1.013, 0.426, 0.372], [-2.199, 1.184, -0.071], [3.151, -0.706, -0.655], [4.063, 0.204, 0.736], [1.830, 1.473, 1.198], [-0.111, -1.578, -1.788], [0.881, -1.628, -0.484], [-0.845, -1.791, 0.978], [-2.032, -1.330, -0.289], [-0.874, 0.700, 1.356], [-2.630, 0.806, -1.057], [-2.943, 0.743, 0.627], [-2.020, 2.295, -0.107]]
}

(8)
{
  "formula": "C5H11NP",
  "method": "ωB97M-V/def2-TZVPD",
  "de_lowest_kcal_mol": 36.97,
  "charge": 1,
  "multiplicity": 3,
  "gap_ev": [5.34, 8.25],
  "s2": 2.003,
  "homo_energy_ev": [-8.48, -15.64],
  "symbols": ["C", "C", "C", "C", "C", "N", "P", "H", "H", "H", "H", "H", "H", "H", "H", "H", "H", "H"],
  "positions_angstrom": [[0.684, 1.289, 0.210], [0.717, -1.217, 0.172], [-0.715, 1.447, 0.763], [-0.745, -1.344, 0.696], [-0.475, -0.038, -1.412], [0.821, 0.043, -0.515], [-1.743, 0.063, -0.099], [0.944, 2.123, -0.526], [1.582, 1.391, 1.014], [1.351, -1.383, 1.044], [0.940, -2.022, -0.578], [-0.842, 1.304, 1.835], [-1.041, 2.453, 0.686], [-1.205, -2.337, 0.320], [-0.798, -1.360, 1.763], [-0.414, 0.663, -2.276], [-0.659, -1.131, -1.902], [1.600, 0.055, -1.195]]
}

(9)
{
  "formula": "C5H11NS",
  "method": "ωB97M-V/def2-TZVPD",
  "smiles": "CN1CC[C@@H]1CS",
  "de_lowest_kcal_mol": 118.45,
  "multiplicity": 1,
  "gap_ev": 9.83,
  "homo_energy_ev": -9.10,
  "symbols": ["C", "N", "C", "C", "C", "C", "S", "H", "H", "H", "H", "H", "H", "H", "H", "H", "H", "H"],
  "positions_angstrom": [[-0.992, -1.076, -0.620], [-0.984, 0.381, -0.300], [-0.346, 0.999, -1.540], [1.150, 0.831, -0.841], [0.360, 0.519, 0.506], [0.867, -0.550, 1.386], [-0.322, -0.640, 3.031], [-1.608, -1.606, 0.298], [-1.727, -1.059, -1.368], [-0.099, -1.665, -0.866], [-0.930, 1.874, -1.930], [-0.372, 0.080, -2.401], [1.689, 1.903, -0.348], [1.935, 0.050, -1.012], [0.207, 1.374, 1.085], [0.945, -1.429, 0.715], [1.758, -0.216, 1.914], [-1.530, 0.232, 2.291]]
}

(10)
{
  "formula": "C5H11O",
  "method": "ωB97M-V/def2-TZVPD",
  "de_lowest_kcal_mol": 21.26,
  "charge": -1,
  "multiplicity": 1,
  "gap_ev": 6.64,
  "homo_energy_ev": -2.44,
  "symbols": ["C", "O", "H", "H", "H", "C", "C", "C", "C", "H", "H", "H", "H", "H", "H", "H", "H"],
  "positions_angstrom": [[-0.234, 2.758, 0.927], [0.355, 1.589, 1.287], [-0.728, 2.712, -0.078], [-1.030, 3.089, 1.632], [0.482, 3.619, 0.850], [-1.809, -0.852, -0.283], [-0.322, -0.681, -0.130], [0.514, -1.595, -0.587], [2.020, -1.480, -0.516], [-2.062, -1.700, -0.926], [-2.280, -1.007, 0.694], [-2.257, 0.049, -0.698], [0.016, 0.275, 0.410], [0.111, -2.482, -1.075], [2.381, -0.703, -1.202], [2.335, -1.174, 0.475], [2.510, -2.416, -0.780]]
}

(11)
{
  "formula": "C5H11O2",
  "method": "ωB97M-V/def2-TZVPD",
  "de_lowest_kcal_mol": 15.62,
  "charge": -1,
  "multiplicity": 1,
  "gap_ev": 7.35,
  "homo_energy_ev": -3.87,
  "symbols": ["C", "C", "H", "H", "H", "H", "H", "H", "C", "C", "C", "O", "O", "H", "H", "H", "H", "H"],
  "positions_angstrom": [[0.055, -3.727, 0.733], [-0.470, -3.203, -0.617], [0.456, -4.722, 0.556], [0.848, -3.060, 1.054], [-0.737, -3.746, 1.475], [0.025, -2.280, -0.916], [-1.539, -2.991, -0.723], [-0.351, -3.880, -1.462], [-0.736, 1.679, 0.551], [-0.250, 0.505, 1.414], [0.322, 1.983, -0.559], [-0.053, 1.690, -1.721], [1.430, 2.416, -0.166], [-1.664, 1.436, 0.037], [-0.994, 2.519, 1.207], [-0.265, 0.549, 2.522], [0.821, 0.353, 1.298], [-0.790, -0.431, 1.258]]
}

(12)
{
  "formula": "C5H11O2",
  "method": "ωB97M-V/def2-TZVPD",
  "smiles": "[O-]CCCCCO",
  "de_lowest_kcal_mol": 80.34,
  "charge": -1,
  "multiplicity": 1,
  "gap_ev": 5.46,
  "homo_energy_ev": -1.98,
  "symbols": ["O", "C", "C", "C", "C", "C", "O", "H", "H", "H", "H", "H", "H", "H", "H", "H", "H", "H"],
  "positions_angstrom": [[-1.963, -2.500, 1.697], [-1.389, -1.664, 0.850], [-0.353, -0.764, 1.449], [0.689, -0.138, 0.428], [-0.140, 0.672, -0.710], [0.725, 1.820, -1.244], [1.878, 1.409, -2.032], [-0.845, -2.204, 0.112], [-2.000, -1.145, 0.107], [-0.899, -0.050, 2.023], [0.116, -1.372, 2.185], [1.274, -1.050, 0.228], [1.358, 0.465, 1.053], [-1.108, 1.059, -0.171], [-0.507, 0.117, -1.639], [1.026, 2.463, -0.471], [0.135, 2.447, -1.944], [2.001, 0.437, -1.922]]
}

Please write out number 12 again, unchanged.
{
  "formula": "C5H11O2",
  "method": "ωB97M-V/def2-TZVPD",
  "smiles": "[O-]CCCCCO",
  "de_lowest_kcal_mol": 80.34,
  "charge": -1,
  "multiplicity": 1,
  "gap_ev": 5.46,
  "homo_energy_ev": -1.98,
  "symbols": ["O", "C", "C", "C", "C", "C", "O", "H", "H", "H", "H", "H", "H", "H", "H", "H", "H", "H"],
  "positions_angstrom": [[-1.963, -2.500, 1.697], [-1.389, -1.664, 0.850], [-0.353, -0.764, 1.449], [0.689, -0.138, 0.428], [-0.140, 0.672, -0.710], [0.725, 1.820, -1.244], [1.878, 1.409, -2.032], [-0.845, -2.204, 0.112], [-2.000, -1.145, 0.107], [-0.899, -0.050, 2.023], [0.116, -1.372, 2.185], [1.274, -1.050, 0.228], [1.358, 0.465, 1.053], [-1.108, 1.059, -0.171], [-0.507, 0.117, -1.639], [1.026, 2.463, -0.471], [0.135, 2.447, -1.944], [2.001, 0.437, -1.922]]
}